The following is a quantum chemistry calculation of the molecule C6H13NO, from the OMol25 dataset.

## Properties
**Multiplicity**: 1
**Total charge**: 0
**SMILES**: C/C=C/C[C@H](N)CO
**Lowest unoccupied orbital energy**: 0.88 eV

Element x y z (Å)
C (-1.271, -1.527, 2.605)
C (-0.588, -1.800, 1.336)
C (0.269, -0.880, 0.875)
C (0.599, -0.676, -0.521)
C (-0.064, 0.668, -0.982)
N (-1.032, 0.628, -2.110)
C (1.079, 1.804, -1.291)
O (1.299, 2.346, -0.005)
H (-0.686, -1.543, 3.454)
H (-1.677, -0.392, 2.616)
H (-2.006, -2.290, 2.555)
H (-0.790, -2.753, 0.764)
H (0.749, -0.116, 1.396)
H (1.709, -0.537, -0.721)
H (0.488, -1.464, -1.328)
H (-0.527, 1.205, -0.126)
H (-1.821, 0.088, -1.899)
H (-0.546, 0.205, -2.919)
H (0.937, 2.573, -2.079)
H (2.023, 1.206, -1.508)
H (1.855, 3.254, -0.111)

---

The following is a quantum chemistry calculation of a structure of composition C6H13NO, from the OMol25 dataset.

## Properties
**Multiplicity**: 1
**Total charge**: 0
**Lowest unoccupied orbital energy**: 0.87 eV

Element x y z (Å)
C (1.292, 0.415, 0.077)
C (2.526, -0.170, 0.730)
C (-1.591, 0.413, 1.326)
C (-2.139, 0.135, -1.116)
C (0.185, -0.447, -0.286)
C (-1.025, 0.279, -0.091)
N (0.318, -1.701, -0.788)
O (1.686, 1.281, -1.014)
H (1.940, 2.131, -0.637)
H (0.132, 1.200, 0.359)
H (-0.485, -2.299, -0.892)
H (1.160, -1.959, -1.280)
H (2.262, -0.906, 1.493)
H (3.109, 0.621, 1.208)
H (3.188, -0.648, -0.004)
H (-2.245, -0.438, 1.560)
H (-0.803, 0.454, 2.079)
H (-1.747, -0.006, -2.125)
H (-2.193, 1.322, 1.410)
H (-2.762, 1.033, -1.114)
H (-2.807, -0.709, -0.894)

---

no.,electronic energy (eV)
1,-9967.3343
2,-9966.6446